# 1
Formula: C2H3ClF2S
Source: the OMol25 dataset
Level of theory: wB97M-V/def2-TZVPD

Its frontier orbital gap (alpha / beta) is 5.82 / 9.12 eV. As for the spin multiplicity: 3. Its HOMO energy (alpha / beta) is -5.167 / -10.873 eV. Its expectation value of S² is 2.0073. The energy above the lowest of the compared OMol25 structures with the same formula, charge and spin comes out at 1.0763 eV. The calculation puts the max |F| at 7.00 eV/A.

Atoms and positions in Å:
Cl1 0.44544 -3.34661 -1.36180
S1 -0.05008 2.21425 1.98237
F1 0.65323 -0.60287 0.45750
F2 -0.01806 0.12105 -1.53536
C1 -0.14285 1.63164 0.29901
C2 0.12750 0.39326 -0.22868
H1 -0.67159 -3.90012 -1.97552
H2 -0.74455 2.26621 -0.36820
H3 0.40096 1.22320 2.73068

# 2
Formula: C28H58N4O3
Source: the OMol25 dataset
Level of theory: wB97M-V/def2-TZVPD

Its frontier orbital gap is 5.57 eV. Its HOMO energy is -6.607 eV. The calculation puts the max |F| at 3.07 eV/A.

Atoms and positions in Å:
O1 -4.10124 1.22109 2.91181
O2 -3.47385 1.63164 5.02525
O3 -4.19943 3.30935 3.81304
N1 2.64497 0.90953 2.41820
N2 0.85331 -2.47930 -4.69524
N3 3.78167 -0.07931 0.49260
N4 4.60642 -0.33022 2.75077
C1 1.54848 1.48742 1.61007
C2 -1.32323 4.69020 2.64920
C3 -0.91014 0.49151 1.70569
C4 3.45330 -1.52493 0.26907
C5 4.56015 -1.82007 2.65778
C6 1.80624 -1.35250 -4.74891
C7 -1.40922 5.80907 1.53550
C8 -2.47169 3.12034 -0.95123
C9 0.56181 0.30173 1.15194
C10 -3.75834 2.31955 -1.38960
C11 -2.80304 4.56437 -0.34637
C12 -2.36699 0.29710 -2.36123
C13 3.63433 -3.12994 -1.74412
C14 -2.03047 -1.87486 1.56772
C15 3.48915 -2.79234 -3.27849
C16 3.56426 -2.38752 1.57493
C17 -1.41375 5.24766 0.06678
C18 -1.20494 -1.99496 -1.67635
C19 2.87793 -1.36657 -3.59117
C20 -2.26352 -1.26463 -2.60116
C21 -3.96470 2.06935 3.81111
C22 -1.43072 -0.76126 2.55024
C23 -0.90950 -2.96142 1.37070
C24 4.41667 -2.03301 -0.90604
C25 -3.56006 0.74030 -1.41844
C26 3.61469 0.22502 1.86063
C27 -1.13186 -3.93548 0.14137
C28 -1.88905 -3.29092 -1.08316
H1 -0.50977 6.48457 1.66331
H2 3.73370 -0.71821 -3.94744
H3 3.97107 -3.39421 1.26351
H4 5.57961 -2.29196 2.54953
H5 -0.41270 4.03641 2.50698
H6 -0.92968 -3.61155 2.29796
H7 2.29374 -1.32895 -5.76724
H8 4.45347 0.00911 3.69848
H9 -3.48444 0.34456 -0.36870
H10 -2.96372 -2.30685 2.01351
H11 -0.27047 -2.31243 -2.20577
H12 5.39691 -2.40409 -0.49584
H13 -2.33252 6.42245 1.70766
H14 -4.53743 0.33238 -1.82164
H15 4.18595 -2.19222 3.65904
H16 -1.84424 3.27467 -1.87589
H17 3.29061 0.55288 -0.13625
H18 -0.90842 -1.24912 -0.88083
H19 -1.92134 -4.08300 -1.89122
H20 -3.47044 4.44741 0.55631
H21 -0.00862 -2.27883 -5.19482
H22 4.52845 -2.83303 -3.71688
H23 -3.29982 -1.68215 -2.42805
H24 0.96015 2.26960 2.16884
H25 -0.53040 -1.15523 3.09486
H26 -2.31634 -1.32359 0.63874
H27 -0.59477 4.47872 -0.07739
H28 -2.51546 0.86370 -3.32909
H29 2.51289 -0.87831 -2.63994
H30 2.91323 -3.62207 -3.76269
H31 0.13424 -2.55823 1.30445
H32 -1.27627 5.17364 3.66113
H33 4.25499 -4.07548 -1.68948
H34 -0.09690 -4.21437 -0.23537
H35 -4.63263 2.60283 -0.73660
H36 1.90834 1.98746 0.67057
H37 2.60959 1.06679 3.42665
H38 -1.59276 -4.89904 0.48647
H39 0.53301 0.26170 0.02359
H40 -2.94930 -3.11001 -0.76583
H41 0.99416 -0.63282 1.60389
H42 -1.59583 0.66713 0.82725
H43 -1.21989 6.07095 -0.67910
H44 -1.42622 0.70489 -1.88583
H45 -3.32295 5.14290 -1.16308
H46 1.26626 -3.35471 -5.00602
H47 4.66756 -1.16540 -1.58047
H48 -2.02889 -1.43263 -3.68681
H49 2.64108 -3.41495 -1.28492
H50 -2.21799 -0.38303 3.25449
H51 -3.50939 2.51934 5.42990
H52 2.56715 -2.62093 2.04822
H53 -2.26147 4.06087 2.60122
H54 1.19535 -0.41070 -4.62257
H55 -0.95916 1.42589 2.33242
H56 -1.83313 2.60512 -0.18659
H57 2.40024 -1.59300 -0.13658
H58 -4.01603 2.66914 -2.43296

# 3
Formula: C6H12S
Source: the OMol25 dataset
Level of theory: wB97M-V/def2-TZVPD

Its frontier orbital gap is 9.50 eV. Its HOMO energy is -8.783 eV. The energy above the lowest of the compared OMol25 structures with the same formula, charge and spin comes out at 4.9380 eV. The calculation puts the max |F| at 5.59 eV/A.

Atoms and positions in Å:
S1 -0.68979 -2.36530 -1.77549
C1 -0.02495 -0.66940 -1.56697
C2 -0.87494 0.03099 0.80703
C3 -0.93215 0.22128 -0.69090
C4 -0.22562 1.24698 0.20932
C5 0.01828 -0.97347 1.41746
C6 1.30035 1.63850 0.14435
H1 -1.79000 0.65132 -1.27682
H2 0.01210 -0.20611 -2.50078
H3 -1.52561 -2.53292 -0.44739
H4 1.56397 2.64712 -0.48711
H5 -0.10288 -2.26985 1.21975
H6 1.09899 -0.65630 -1.36001
H7 1.35146 -0.66357 1.20165
H8 1.94455 0.66742 -0.40021
H9 -0.94173 2.11300 0.26686
H10 1.56729 1.53799 1.41047
H11 0.07382 -0.67908 2.57822
H12 -1.82313 0.26139 1.25058

# 4
Formula: C2H6FN2O2S
Source: the OMol25 dataset
Level of theory: wB97M-V/def2-TZVPD

Its frontier orbital gap is 8.04 eV. The charge is -1. Its structure (SMILES) is CCNN=[S@@](=O)([O-])F. Its HOMO energy is -3.971 eV. The calculation puts the max |F| at 0.25 eV/A.

Atoms and positions in Å:
S1 0.90339 -1.39385 1.33384
F1 1.32549 -2.83601 0.76926
O1 0.66047 -1.65124 2.73571
O2 2.05425 -0.56230 1.06590
N1 -0.34427 -1.20966 0.41783
N2 -0.85908 0.12528 0.63050
C1 0.31262 1.17167 -1.26508
C2 -1.02750 0.76980 -0.65759
H1 0.78665 0.32855 -1.76602
H2 0.98411 1.49747 -0.46996
H3 -1.65670 1.65381 -0.49966
H4 -1.55670 0.10664 -1.36254
H5 0.18853 1.98024 -1.99170
H6 -1.77127 0.01958 1.05952

# 5
Formula: C6H10O
Source: the OMol25 dataset
Level of theory: wB97M-V/def2-TZVPD

Its frontier orbital gap is 10.45 eV. Its structure (SMILES) is C1=CCOCCC1. Its HOMO energy is -9.355 eV. The energy above the lowest of the compared OMol25 structures with the same formula, charge and spin comes out at 0.9386 eV. The calculation puts the max |F| at 0.32 eV/A.

Atoms and positions in Å:
O1 -0.27293 1.65486 -0.54257
C1 0.34584 -1.03604 0.93131
C2 -0.37977 -1.36607 -0.35806
C3 1.21528 0.25196 0.82974
C4 0.96719 0.97282 -0.49184
C5 -1.43303 0.84400 -0.30021
C6 -1.27587 -0.53164 -0.88872
H1 -0.09617 -2.26717 -0.89564
H2 -0.40974 -0.90323 1.71454
H3 1.73957 1.70810 -0.72215
H4 0.95742 -1.88700 1.24513
H5 0.99552 0.93064 1.66278
H6 2.28027 -0.00206 0.90315
H7 1.00545 0.21376 -1.28212
H8 -1.74906 -0.74846 -1.84368
H9 -1.61418 0.78467 0.78543
H10 -2.27578 1.38087 -0.74709

# 6
Formula: C7H10O2
Source: the OMol25 dataset
Level of theory: wB97M-V/def2-TZVPD

Its frontier orbital gap is 9.48 eV. Its structure (SMILES) is O[C@@]12CO[C@H]3CC[C@H]1[C@@H]32. Its HOMO energy is -8.635 eV. The energy above the lowest of the compared OMol25 structures with the same formula, charge and spin comes out at 6.5465 eV. The calculation puts the max |F| at 5.39 eV/A.

Atoms and positions in Å:
O1 -2.47725 -0.93508 -0.01315
O2 -0.26764 1.90011 0.14676
C1 0.03985 -1.21293 -0.12171
C2 -1.32412 -0.18172 -0.20412
C3 1.99116 0.44057 0.19281
C4 -0.35342 -0.27584 0.93541
C5 1.52085 -0.99356 -0.33583
C6 0.57057 0.84977 0.07315
C7 -1.38378 1.30712 -0.37992
H1 2.68381 0.94563 -0.35695
H2 -1.45351 1.69224 -1.36053
H3 -2.28176 1.56468 0.27941
H4 -3.12653 -0.43874 0.50494
H5 2.08114 -1.84409 0.03924
H6 0.51667 0.61298 -0.93136
H7 -0.23982 -2.30993 -0.24926
H8 1.79397 -0.97697 -1.38338
H9 -0.82671 -0.42732 1.95127
H10 2.53652 0.28306 1.21323

# 7
Formula: C4H8OS
Source: the OMol25 dataset
Level of theory: wB97M-V/def2-TZVPD

Its frontier orbital gap is 9.51 eV. Its structure (SMILES) is CSC[C@H]1CO1. Its HOMO energy is -8.607 eV. The energy above the lowest of the compared OMol25 structures with the same formula, charge and spin comes out at 1.8566 eV. The calculation puts the max |F| at 2.96 eV/A.

Atoms and positions in Å:
S1 1.56250 -0.44143 -0.35565
O1 -2.42329 -0.17067 0.19015
C1 -1.64701 0.71732 -0.65949
C2 1.68554 1.14041 0.37501
C3 0.00817 -1.11088 0.27305
C4 -1.08530 0.02453 0.49577
H1 0.26526 -1.55594 1.18467
H2 0.87432 1.80129 0.05199
H3 -0.96793 0.64432 1.43051
H4 1.70001 1.15890 1.45401
H5 2.60846 1.54700 -0.02809
H6 -0.42422 -1.82176 -0.40803
H7 -1.47880 0.31064 -1.68331
H8 -1.95910 1.71547 -0.73857

Please write out number 5 again, unchanged.
Formula: C6H10O
Source: the OMol25 dataset
Level of theory: wB97M-V/def2-TZVPD

Its frontier orbital gap is 10.45 eV. Its structure (SMILES) is C1=CCOCCC1. Its HOMO energy is -9.355 eV. The energy above the lowest of the compared OMol25 structures with the same formula, charge and spin comes out at 0.9386 eV. The calculation puts the max |F| at 0.32 eV/A.

Atoms and positions in Å:
O1 -0.27293 1.65486 -0.54257
C1 0.34584 -1.03604 0.93131
C2 -0.37977 -1.36607 -0.35806
C3 1.21528 0.25196 0.82974
C4 0.96719 0.97282 -0.49184
C5 -1.43303 0.84400 -0.30021
C6 -1.27587 -0.53164 -0.88872
H1 -0.09617 -2.26717 -0.89564
H2 -0.40974 -0.90323 1.71454
H3 1.73957 1.70810 -0.72215
H4 0.95742 -1.88700 1.24513
H5 0.99552 0.93064 1.66278
H6 2.28027 -0.00206 0.90315
H7 1.00545 0.21376 -1.28212
H8 -1.74906 -0.74846 -1.84368
H9 -1.61418 0.78467 0.78543
H10 -2.27578 1.38087 -0.74709